(1)
{
  "formula": "C30H40F22N3O13",
  "method": "wB97M-V/def2-TZVPD",
  "homo_lumo_gap_ha": 0.2996,
  "lumo_ev": -4.1,
  "charge": 1,
  "e_homo_ev": -12.3,
  "species": ["H", "H", "C", "C", "F", "C", "C", "H", "H", "H", "C", "H", "N", "O", "H", "N", "H", "H", "H", "H", "F", "C", "C", "C", "C", "C", "C", "O", "H", "O", "C", "F", "C", "F", "H", "H", "N", "H", "C", "F", "C", "O", "C", "H", "C", "H", "F", "C", "O", "H", "C", "H", "F", "H", "H", "H", "F", "F", "H", "C", "F", "F", "C", "O", "F", "O", "C", "O", "F", "H", "C", "O", "F", "H", "H", "F", "F", "C", "C", "H", "F", "O", "H", "H", "H", "C", "H", "C", "O", "H", "H", "H", "F", "F", "O", "C", "F", "H", "F", "F", "C", "C", "H", "H", "H", "O", "H", "H"],
  "positions_angstrom": [[0.175, 4.613, -6.610], [3.770, -2.713, -0.032], [-2.972, 1.281, -3.835], [-6.233, 1.553, 3.661], [-0.440, -6.435, -0.164], [3.554, -2.685, 1.046], [2.134, -3.117, 1.382], [0.695, -2.348, 5.524], [-3.772, -1.790, -1.323], [-0.028, 4.889, -8.349], [-2.998, 1.946, -5.224], [3.524, -7.168, -0.530], [2.301, -5.551, -1.039], [-2.657, -0.003, -3.965], [-2.373, 6.023, 3.865], [0.336, -4.323, -0.674], [5.713, -4.592, -1.135], [-4.450, -1.730, -2.959], [4.107, -5.563, 0.054], [2.523, -0.812, -1.108], [-1.024, 1.497, 4.058], [1.478, -0.348, 5.764], [-2.393, 8.864, 0.714], [-5.616, 1.848, 5.009], [4.883, -1.774, 6.033], [-1.985, -4.631, 0.149], [-2.547, -0.747, -2.739], [-1.381, 6.880, 1.447], [1.943, -2.958, 2.443], [-1.703, 8.488, 2.997], [3.634, -6.106, -0.766], [-3.659, 1.198, -6.110], [1.569, -4.849, -0.219], [-3.066, 9.914, 1.166], [-5.518, 2.918, 5.186], [4.266, -0.476, -0.852], [1.887, -4.544, 1.057], [-1.949, -1.621, -2.995], [-1.663, -4.298, 1.636], [2.142, 0.702, -10.976], [-0.765, 6.020, 2.428], [3.122, -1.982, 4.397], [-1.793, 8.060, 1.885], [-6.218, 1.429, 5.811], [2.430, 2.003, -10.829], [0.464, -1.664, 7.129], [-2.315, -3.470, -0.462], [3.251, -0.215, -0.555], [2.338, 0.325, 1.572], [1.938, -5.766, -1.962], [-0.799, -5.237, -0.655], [-1.317, 4.607, 3.946], [5.644, -0.688, 5.867], [-0.532, -1.100, 5.773], [1.586, 4.702, -7.672], [6.357, -6.245, -1.458], [-1.624, 1.241, 6.118], [-0.931, -5.264, 2.188], [1.406, -2.528, 0.821], [0.465, -1.429, 6.065], [-2.804, -4.195, 2.300], [1.672, 2.698, -11.680], [5.680, -5.459, -1.799], [4.351, -5.962, -1.949], [-1.227, -5.384, -1.930], [-4.320, 1.216, 5.146], [2.167, 2.428, -9.370], [0.863, 2.504, -9.158], [-1.010, -3.146, 1.732], [1.524, -0.111, 4.702], [0.463, 2.863, -7.819], [3.040, 2.611, -8.574], [-3.568, 3.139, -5.166], [-6.293, 0.477, 3.497], [1.061, 2.310, -7.096], [-1.410, 9.298, -0.086], [4.820, -2.056, 7.333], [-3.308, 1.839, 4.573], [3.481, -1.523, 5.444], [2.556, -5.189, 1.466], [-3.222, 8.110, -0.016], [-3.167, 1.870, -2.816], [-4.499, -0.302, -1.931], [4.285, -3.333, 1.535], [-5.641, 1.984, 2.854], [-1.801, 5.310, 3.272], [-7.237, 1.972, 3.613], [-2.003, 1.066, 4.847], [2.800, -0.716, 6.228], [-2.497, 4.768, 2.639], [1.236, 0.565, 6.302], [0.432, -3.899, -1.591], [5.466, -2.796, 5.406], [-1.736, 2.097, -5.664], [-3.329, 2.862, 3.956], [-3.898, -1.168, -2.206], [3.705, 2.190, -11.146], [-0.566, 2.529, -7.730], [-3.017, -5.475, 0.081], [-2.154, -0.252, 4.630], [0.556, 4.357, -7.598], [3.052, -0.379, 0.928], [3.070, 0.830, -0.798], [-0.071, 6.599, 3.036], [6.007, -5.142, -2.787], [3.754, -1.384, 1.552], [-1.993, -0.160, -2.006], [-0.184, 5.304, 1.850]],
  "mulliken_charge": [0.3714, 0.3268, 0.2958, -1.1079, -0.2689, -0.5860, -0.5787, 0.2469, 0.2117, 0.3356, 0.9193, 0.3248, -0.1592, -0.3479, 0.3106, -0.0630, 0.2673, 0.3132, 0.3386, 0.2292, -0.2174, -0.0328, 0.9122, -0.2262, 0.8502, 0.7170, -0.0293, -0.3226, 0.4027, -0.5093, -0.4850, -0.2581, -0.1910, -0.2361, 0.3358, 0.3530, 0.0604, 0.1801, 0.5623, -0.2542, -0.3160, -0.4730, 0.3344, 0.3235, 0.9156, 0.3007, -0.2058, -1.0338, -0.4564, 0.3653, 0.5905, 0.2570, -0.2614, 0.1370, 0.3466, 0.3084, -0.2806, -0.2389, 0.3883, -0.7941, -0.2326, -0.2417, -0.6463, -0.3948, -0.3050, -0.3455, 0.3071, -0.3315, -0.2158, 0.2240, -0.0311, -0.5125, -0.2324, 0.3070, 0.3031, -0.2531, -0.2416, -0.0370, 0.2527, 0.4852, -0.2462, -0.5137, 0.3762, 0.2453, 0.3104, -0.8738, 0.3847, 1.2811, -0.3411, 0.3301, 0.3294, 0.3956, -0.2392, -0.2460, -0.4779, -1.0184, -0.2358, 0.1905, -0.2823, -0.2924, -1.1678, 0.7066, 0.3628, 0.3302, 0.2692, -0.2888, 0.3571, 0.2971]
}

=====

(2)
{
  "formula": "C30H40IrNO3P2S",
  "method": "wB97M-V/def2-TZVPD",
  "multiplicity": 5,
  "s2": 6.043,
  "de_lowest_ev": 0.5577,
  "homo_lumo_gap_ha": [0.2606, 0.1745],
  "lumo_ev": [-6.3, -9.6],
  "charge": 2,
  "e_homo_ev": [-13.4, -14.3],
  "species": ["P", "H", "H", "H", "C", "C", "S", "H", "H", "C", "C", "H", "P", "C", "Ir", "C", "H", "H", "H", "H", "H", "C", "H", "H", "H", "C", "H", "C", "C", "O", "H", "C", "C", "H", "C", "H", "H", "O", "C", "H", "C", "N", "C", "H", "H", "O", "H", "C", "H", "H", "C", "H", "H", "H", "H", "C", "H", "C", "C", "C", "H", "H", "H", "C", "H", "C", "C", "H", "H", "C", "C", "C", "H", "H", "H", "H", "C", "C"],
  "positions_angstrom": [[-0.267, -0.915, 2.213], [1.011, -2.260, 4.264], [-3.344, 4.100, 0.328], [3.075, 1.270, -0.545], [0.712, 3.153, -2.917], [-0.246, 3.580, 0.396], [0.215, -3.950, -2.173], [1.293, 2.106, 0.776], [-2.322, 4.892, -1.778], [-2.427, -4.860, -1.978], [2.771, -2.199, -2.201], [-4.489, -5.334, -1.746], [-1.025, 2.292, -0.775], [3.958, -1.502, -2.255], [-0.145, 0.132, 0.058], [1.656, -1.649, -1.550], [0.890, 4.088, -2.412], [-5.061, -3.205, -0.653], [-1.390, 5.418, 0.136], [2.684, -3.170, -2.668], [-3.333, -2.532, 2.848], [1.226, 3.170, 0.494], [-3.350, -1.467, -0.284], [-2.030, 3.785, -3.123], [0.708, 0.605, 5.202], [-0.323, 0.987, -3.061], [-4.435, 1.828, -2.281], [1.320, 2.929, -4.141], [0.404, -2.348, -1.530], [-1.429, -1.982, 2.436], [1.041, -3.669, 3.174], [-2.783, 2.807, -1.332], [-3.720, -4.598, -1.571], [-3.181, -0.883, 2.203], [-0.125, 2.188, -2.365], [-3.671, 4.215, -2.670], [-2.701, -1.224, 3.881], [-0.323, -0.182, 3.653], [0.669, 0.725, 4.120], [-0.968, 0.224, -2.640], [-0.373, 5.054, 0.014], [-0.702, -1.817, -1.039], [-1.463, -3.892, -1.754], [-2.165, -5.785, -2.467], [1.592, 1.575, -5.777], [1.033, -1.827, 2.209], [0.119, -0.157, -4.811], [-3.091, -2.409, -0.742], [-1.887, 3.740, 1.845], [-0.277, 3.907, 2.523], [-1.773, -2.654, -1.141], [0.252, 5.643, 0.686], [1.650, 0.509, 3.694], [-0.052, 5.262, -1.002], [-4.676, 3.258, -0.432], [-3.390, 1.617, -2.071], [-3.343, 0.708, -1.473], [1.749, -0.380, -0.929], [2.954, 0.298, -0.999], [1.409, -2.656, 3.327], [2.498, -2.660, 3.366], [0.386, 1.752, 3.887], [1.958, 3.690, -4.564], [0.285, 0.769, -4.282], [4.980, 0.300, -1.682], [-2.679, 3.998, -2.278], [4.052, -0.250, -1.651], [1.752, 3.315, -0.445], [-0.872, 2.308, 2.045], [-4.042, -3.383, -0.954], [-2.738, -1.622, 2.869], [-3.638, 3.153, -0.117], [-3.601, 2.369, 0.639], [4.813, -1.916, -2.768], [1.724, 3.752, 1.267], [-2.895, 1.446, -3.022], [-0.869, 3.369, 1.783], [1.111, 1.742, -4.826]],
  "mulliken_spin": [0.2859, -0.0015, 0.0014, 0.0182, 0.0063, -0.0289, 0.0076, -0.0051, -0.0007, -0.0471, -0.0128, 0.0021, 0.2984, 0.0929, 2.0325, 0.1672, -0.0006, 0.0008, 0.0008, -0.0010, 0.0011, 0.0271, 0.0472, -0.0016, 0.0004, 0.0714, 0.0009, 0.0098, 0.0058, 0.0285, 0.0001, 0.0071, 0.1300, -0.0006, 0.0242, 0.0038, 0.0047, 0.0171, -0.0032, -0.0296, 0.0076, 0.1162, 0.1108, 0.0005, 0.0008, -0.0065, 0.0013, 0.0537, 0.0039, -0.0036, 0.0685, 0.0007, 0.0030, -0.0003, 0.0004, 0.0112, 0.0059, 0.1781, 0.0029, 0.0117, -0.0006, 0.0025, 0.0003, 0.0099, -0.0011, 0.0122, 0.1279, 0.0017, 0.0174, 0.0160, 0.0206, 0.0080, 0.0056, 0.0025, -0.0021, 0.0029, 0.0364, 0.0122]
}

=====

Calculated values (eV/A) of F_max for the records, taken in order: 1.3 2.2.